116
Properties=species:S:1:pos:R:3 method="wB97M-V/def2-TZVPD" energy_ev=-711966.1343 charge=0
Br -1.961 3.928 1.667
Br -4.597 2.083 1.662
Br -1.818 1.155 5.952
Br -0.061 6.539 -3.644
Br -4.345 1.406 7.914
Br -4.120 4.159 4.091
Br -3.590 -1.486 6.737
Br 0.681 4.894 -1.034
Br 1.749 3.991 -3.986
P -4.906 -1.529 -3.271
O 0.081 0.915 1.466
O 5.891 2.578 -4.291
O 6.510 2.736 -2.260
O 4.572 2.612 4.248
O 3.336 -0.385 -4.086
O 2.178 -1.906 2.738
O 4.306 2.291 -2.742
O 0.510 0.813 -0.622
O -4.624 -2.045 -4.635
O -3.791 -2.631 2.466
O 3.655 -2.761 1.402
O -2.619 -0.712 2.645
O -1.716 -2.672 1.962
O 1.932 1.949 0.727
O 3.382 -3.627 3.492
O 4.705 1.442 6.047
O 4.609 -1.668 -2.760
O 4.579 -2.135 -4.857
O 3.120 0.860 4.599
N -3.934 -0.262 -2.684
N -6.449 -0.820 -3.155
N -4.841 -2.769 -2.112
C -3.621 0.472 6.355
C 4.653 -0.845 -1.599
C -7.538 -1.263 -3.998
C 4.099 -1.301 -3.913
C 4.211 2.667 2.885
C 4.042 1.568 4.936
C 5.457 2.500 -3.049
C 0.157 1.493 2.774
C -2.804 -0.534 -1.792
C -0.597 -2.134 1.292
C -4.916 -2.173 3.180
C 4.991 -3.236 1.244
C 4.488 0.360 6.937
C -2.705 -1.899 2.413
C -5.096 -4.162 -2.490
C 3.133 -2.822 2.637
C -5.266 -2.517 -0.739
C -4.044 1.135 -3.114
C 6.360 2.525 -0.851
C 0.238 4.758 -2.970
C -3.212 2.961 2.822
C 1.185 1.108 -1.810
C 4.302 -1.848 -6.225
C 1.418 -1.782 3.924
C 4.961 2.897 -5.317
C -6.855 -0.022 -1.988
C 0.957 1.262 0.563
H -2.849 0.052 -0.871
H 3.199 3.038 2.702
H 4.674 -0.837 -6.391
H 5.727 -0.759 -1.418
H -0.789 -1.892 0.243
H 2.122 0.566 -1.944
H 1.025 1.032 3.243
H 0.057 -3.005 1.263
H 1.284 2.183 -1.936
H -0.146 -1.273 1.773
H -8.083 -0.351 -4.275
H 5.430 -0.124 7.176
H -1.887 -0.263 -2.323
H 4.808 3.432 2.388
H 4.773 -2.592 -6.860
H -4.966 -3.290 -0.031
H -0.639 4.132 -3.080
H 5.484 3.097 -0.519
H -4.440 -4.379 -3.336
H -4.853 -4.792 -1.640
H 0.602 0.716 -2.647
H -7.459 -0.591 -1.281
H 5.406 2.894 -6.308
H 5.973 1.548 -0.560
H -8.351 -1.746 -3.438
H 5.613 -2.489 0.746
H 4.183 -1.259 -0.710
H 5.524 -3.500 2.154
H -7.258 -1.883 -4.843
H 2.057 -1.440 4.735
H 4.200 2.114 -5.370
H 4.274 0.150 -1.829
H -6.091 -4.329 -2.914
H -5.540 -3.031 3.411
H -4.607 -1.719 4.124
H -4.212 1.686 -2.185
H 7.185 2.969 -0.307
H 4.271 1.664 2.464
H -2.677 2.223 3.406
H -7.431 0.831 -2.357
H 0.660 -1.007 3.822
H 4.971 -4.058 0.528
H 0.203 2.577 2.714
H -6.357 -2.436 -0.695
H -5.425 -1.377 2.632
H -4.183 0.679 5.452
H -5.971 0.398 -1.514
H 0.863 -2.705 4.094
H 3.240 -1.869 -6.474
H 4.477 3.843 -5.078
H -3.162 1.525 -3.624
H 3.924 -0.388 6.373
H -2.668 -1.584 -1.543
H -4.888 1.314 -3.777
H -0.710 1.243 3.380
H -4.834 -1.603 -0.326
H 3.847 0.557 7.793